No. 1
The following is a quantum chemistry calculation of C10H8AsBrCuF22O2 as an isolated structure, from the Open Molecules 2025 dataset.

Geometry as XYZ:
```
45
Properties=species:S:1:pos:R:3:forces:R:3:nbo_charge:R:1
Cu -1.388743 -2.090742 1.292667 -1.09 -0.14 1.15 0.85
As 0.715235 -3.155409 3.528674 0.22 -0.15 0.09 2.85
F 1.353800 -4.700043 3.922753 0.16 -0.27 0.10 -0.62
F 1.351525 -2.418034 4.939149 0.28 0.13 0.19 -0.62
F 0.062513 -1.615280 3.003373 -0.04 0.39 -0.16 -0.66
F 0.028291 -3.809081 2.045467 -0.08 -0.08 -0.49 -0.67
F -0.727503 -3.507694 4.332345 -0.79 -0.19 0.42 -0.61
F 2.169844 -2.806999 2.659865 0.39 0.25 -0.41 -0.64
Br -3.687750 -2.153511 2.615355 0.78 0.25 -0.79 -0.88
C -2.501550 1.582090 -0.301710 0.47 0.92 -0.43 -0.14
C -2.279267 2.186910 1.055990 -0.06 0.17 -0.19 0.61
C -3.509427 2.130782 1.947101 -0.42 0.07 0.38 0.50
F -3.233511 2.693031 3.147608 -0.03 0.17 -0.19 -0.32
F -4.501874 2.865161 1.340559 0.30 -0.24 0.23 -0.35
F -1.277978 1.537388 1.672977 0.28 -0.09 0.25 -0.31
F -1.888292 3.483836 0.860423 -0.11 -0.19 0.15 -0.33
O -2.875309 0.235997 -0.134574 0.15 -0.33 0.19 -0.49
C -3.697471 -0.192557 -1.106641 0.61 -0.38 0.00 0.84
C -3.978072 -1.687818 -0.931127 -0.53 -0.70 0.40 0.50
F -4.555469 -2.149439 -2.069814 0.14 0.10 -0.02 -0.33
F -2.843577 -2.415879 -0.713385 -0.07 0.53 -0.54 -0.33
F -4.866253 0.478912 -1.062070 -0.44 -0.02 -0.26 -0.33
F -3.142668 0.066952 -2.321085 -0.22 -0.13 -0.19 -0.33
H -1.562185 1.686661 -0.851508 0.03 -0.26 0.05 0.22
H -3.251802 2.155243 -0.846978 -0.11 -0.02 0.21 0.22
H -3.853712 1.107712 2.123438 0.03 0.00 -0.16 0.19
H -4.648956 -1.870750 -0.086902 0.16 0.17 0.04 0.20
C 3.336058 0.173296 -1.264572 0.34 0.06 0.79 -0.15
C 1.915014 -0.307702 -1.231143 -0.48 0.04 -0.96 0.60
C 1.612569 -1.108219 0.029276 -0.25 -0.16 0.63 0.51
F 1.606673 -0.254641 1.064848 -0.09 0.21 0.00 -0.30
F 0.355998 -1.645494 -0.105739 0.27 0.14 -0.14 -0.35
F 1.068032 0.754190 -1.307398 0.09 -0.17 0.22 -0.32
F 1.636899 -1.082097 -2.326855 0.25 0.04 0.31 -0.33
O 3.484065 1.095441 -2.331689 -0.77 -0.74 0.00 -0.49
C 4.613584 1.792685 -2.315768 0.33 0.19 -0.15 0.84
C 4.644725 2.598928 -3.609704 0.85 -0.07 -0.30 0.52
F 3.587141 3.417216 -3.652786 -0.10 0.21 -0.03 -0.31
F 5.790075 3.333406 -3.637929 -0.21 0.11 0.09 -0.33
F 4.690988 2.604867 -1.242447 0.18 0.10 0.13 -0.32
F 5.700770 0.968526 -2.261746 0.05 0.22 -0.04 -0.34
H 4.025812 -0.668311 -1.358803 -0.14 -0.03 -0.19 0.21
H 3.539518 0.653780 -0.299882 -0.04 0.07 -0.17 0.23
H 2.317113 -1.905639 0.272592 -0.08 -0.14 -0.28 0.18
H 4.665110 1.942323 -4.482215 -0.23 -0.04 0.07 0.15
```
Positions in Å, forces in eV/Å.

Results
M (g/mol): 796.50
Gap between HOMO and LUMO (eV): 7.90
Total charge: -1
Energy above the lowest of the compared OMol25 structures with the same formula, charge and spin (kJ/mol): 0.0

***

No. 2
The following is a quantum chemistry calculation of an isolated molecule of C3H6N2O2S, from the Open Molecules 2025 dataset.

Geometry as XYZ:
```
14
Properties=species:S:1:pos:R:3:forces:R:3:nbo_charge:R:1
C 1.200192 -0.147650 0.184235 -2.90 -0.88 -1.35 0.72
C 1.163934 1.108500 1.028210 1.00 -0.20 1.80 -0.52
C -0.336898 1.240982 0.726417 0.61 1.63 -2.97 -0.22
N -0.314764 -0.097368 0.058913 3.18 0.85 2.15 -0.76
N -0.807530 -2.049771 -1.357713 0.41 -1.49 -0.71 -1.09
O 1.911773 -0.938243 -0.361739 0.28 0.61 0.75 -0.55
O -2.496680 -0.196566 -0.960211 -1.34 0.67 -1.29 -0.95
S -1.606382 -1.099070 -0.299047 0.59 -0.51 1.64 1.65
H 1.325859 0.808559 2.115554 -0.43 0.03 -1.20 0.24
H 1.900445 1.928267 0.938258 -0.52 -0.40 -0.75 0.25
H -0.890451 1.602980 1.591265 -0.66 -0.89 -0.17 0.22
H -0.516169 1.895261 -0.215775 0.15 -0.20 2.15 0.21
H -0.680318 -1.774358 -2.298760 -0.82 1.10 -1.26 0.40
H 0.146990 -2.281523 -1.149606 0.45 -0.32 1.23 0.41
```
Positions in Å, forces in eV/Å.

Results
M (g/mol): 134.16
Gap between HOMO and LUMO (eV): 10.05
Energy above the lowest of the compared OMol25 structures with the same formula, charge and spin (kJ/mol): 331.0